1.
The following is a quantum chemistry calculation of a structure of composition C28H33NO6SSr in a non-equilibrium geometry, from the OMol25 dataset.

Atoms and positions in Å:
Sr  -0.060  0.167  0.410
O  1.830  1.027  -1.268
C  1.982  2.466  -1.228
C  1.924  2.897  0.217
N  0.682  2.505  0.885
C  0.775  2.574  2.359
C  -0.278  1.730  3.107
O  -0.389  1.917  4.303
O  -0.921  0.876  2.363
C  -0.509  3.247  0.371
C  -1.084  2.723  -0.977
O  -1.382  3.538  -1.835
O  -1.188  1.435  -1.045
H  1.464  0.776  -2.125
H  1.208  2.932  -1.838
H  2.952  2.747  -1.641
H  2.073  3.985  0.270
H  2.756  2.421  0.740
H  0.696  3.596  2.745
H  1.751  2.191  2.669
H  -0.280  4.310  0.252
H  -1.306  3.142  1.108
C  -2.901  -0.644  -3.175
C  -1.519  -0.742  -3.809
C  -1.050  0.641  -4.263
C  -0.497  -1.438  -2.917
C  -0.855  -2.180  -1.791
C  0.087  -2.889  -1.047
C  1.437  -2.868  -1.385
C  2.460  -3.648  -0.605
C  1.801  -2.115  -2.497
C  0.859  -1.428  -3.249
H  -3.572  -0.098  -3.841
H  -2.861  -0.088  -2.235
H  -3.352  -1.622  -2.994
H  -1.606  -1.379  -4.697
H  -0.961  1.320  -3.411
H  -1.785  1.079  -4.943
H  -0.103  0.612  -4.805
H  -1.898  -2.236  -1.502
H  -0.241  -3.483  -0.202
H  3.006  -4.337  -1.252
H  1.988  -4.237  0.180
H  3.196  -2.992  -0.133
H  2.844  -2.077  -2.793
H  1.189  -0.888  -4.128
O  0.719  -1.555  1.802
S  -0.568  -1.898  2.575
C  -0.261  -1.436  4.254
C  1.048  -1.279  4.677
C  1.261  -0.907  5.998
C  0.185  -0.705  6.853
C  -1.116  -0.861  6.395
C  -1.352  -1.219  5.077
C  -0.497  -3.666  2.676
C  -1.684  -4.359  2.860
C  -1.639  -5.744  2.953
C  -0.424  -6.407  2.854
C  0.755  -5.693  2.663
C  0.726  -4.308  2.573
H  1.868  -1.420  3.987
H  2.272  -0.764  6.358
H  0.360  -0.403  7.877
H  -1.952  -0.670  7.055
H  -2.363  -1.290  4.694
H  -2.628  -3.831  2.923
H  -2.556  -6.303  3.094
H  -0.392  -7.486  2.920
H  1.699  -6.217  2.583
H  1.626  -3.728  2.418

Force components x, y, z for each atom (eV/Å):
0.6760 -1.0026 -1.4757
0.1352 0.2627 0.0614
-0.1652 -0.3589 -0.1629
-0.1882 0.1465 0.2188
-0.3366 0.4371 0.1701
0.0033 0.2192 -0.2544
-0.3588 -0.3790 -0.7540
-0.0942 -0.1062 0.1651
0.0241 0.8158 1.5313
0.3331 0.0201 -0.0148
0.2009 -0.4489 0.3083
-0.0524 -0.0280 -0.0785
-0.6825 1.3143 -0.8265
0.0220 -0.0137 -0.0213
-0.0551 0.0545 0.0824
0.0714 -0.0276 -0.0190
0.0689 0.0263 -0.0326
0.0018 0.0052 0.0674
0.0643 0.0828 -0.0852
0.0257 0.0040 -0.0318
0.0317 0.0477 0.0573
0.0153 -0.0008 0.0183
-0.1669 0.0576 0.0473
0.1358 -0.0934 0.0920
-0.0155 0.1771 -0.0403
-0.0246 0.0390 -0.0017
-0.1063 0.0167 0.0127
-0.0016 0.0401 -0.0808
-0.0659 0.0019 0.0345
0.0458 -0.0411 0.0470
0.0499 0.0192 -0.0303
0.0481 0.0165 -0.0157
0.0319 -0.0319 -0.0023
0.0454 0.0071 -0.0357
0.0503 0.0122 -0.0127
-0.0004 0.0126 -0.0515
-0.0162 -0.0746 -0.0199
0.0087 -0.0439 0.0209
-0.0183 -0.0393 0.0229
0.0109 -0.0153 0.0189
0.0124 -0.0024 0.0122
-0.0096 0.0359 -0.0305
-0.0236 0.0198 -0.0426
-0.0526 0.0316 -0.0300
-0.0062 -0.0062 -0.0020
0.0115 -0.0143 0.0035
-0.4167 -0.8989 1.0981
0.7749 0.1090 -0.4439
0.0417 -0.1217 -0.0582
-0.1266 0.0551 0.2959
0.0236 -0.0103 -0.0595
-0.0119 -0.0209 -0.0684
-0.0400 0.0318 0.0006
0.0897 0.0491 0.1629
-0.0330 -0.0848 0.2458
0.0745 -0.1916 -0.0210
-0.0257 0.0485 -0.0110
0.0325 0.0231 -0.0101
-0.0044 0.0509 -0.0153
-0.1101 -0.2448 0.0901
-0.0264 -0.0099 -0.0166
-0.0128 0.0054 0.0005
0.0062 -0.0067 -0.0180
0.0258 -0.0007 -0.0007
0.0434 -0.0087 -0.0265
0.0328 0.0168 -0.0015
0.0232 -0.0054 -0.0018
-0.0046 0.0090 0.0025
-0.0200 -0.0027 0.0034
-0.0200 0.0131 0.0129

The charge is 0. Its gap between HOMO and LUMO is 8.85 eV. The calculation puts the LUMO energy at 0.005 Eh.

---

2.
The following is a quantum chemistry calculation of a structure of composition C8H7BrNO4S in a non-equilibrium geometry, from the OMol25 dataset.

Atoms and positions in Å:
C  1.339  -2.316  0.695
C  0.303  -1.477  0.017
C  1.930  -1.183  1.214
C  0.980  -0.157  -1.726
C  0.972  0.604  -0.399
C  -0.153  1.595  -0.456
C  -1.876  -0.198  -0.521
C  -0.663  2.160  0.839
N  0.759  -0.333  0.564
O  0.639  -1.398  -1.496
O  2.830  -0.670  1.810
O  1.255  0.338  -2.780
O  -2.031  -2.232  1.274
S  -1.517  -1.911  -0.115
Br  -3.414  0.581  0.384
H  1.596  -3.382  0.877
H  1.943  1.155  -0.184
H  -0.335  2.105  -1.426
H  -2.134  -0.081  -1.667
H  -0.546  1.347  1.584
H  -1.708  2.386  0.505
H  -0.171  3.066  1.005

Force components x, y, z for each atom (eV/Å):
-0.0747 -1.3212 0.6541
0.8267 -4.4325 -1.4644
-1.2993 0.4331 -1.0394
0.5883 0.7434 0.6893
1.1217 2.5566 -1.4172
-1.5700 -1.7824 0.2670
-0.2109 2.8401 -2.9120
-1.1444 -1.7047 -2.3969
0.0612 0.7008 3.5804
-0.9015 -0.1768 0.1063
1.1121 0.2517 0.7066
0.1148 0.0726 -1.1626
0.5461 0.4650 -1.4857
0.0469 -0.0469 1.8534
0.3890 -0.6916 -0.2110
-0.6830 0.9600 -0.3705
-0.7497 -0.4808 -0.5110
0.1002 -0.3221 0.7980
0.5745 -0.5775 2.3170
-0.2697 0.9424 -0.1256
0.5339 0.0266 1.3139
0.8877 1.5443 0.8104

The charge is -1. Its gap between HOMO and LUMO (spin up / spin down) is 6.72 / 6.72 eV. The calculation puts the LUMO energy (spin up / spin down) at 0.097 / 0.097 Eh.

---

3.
The following is a quantum chemistry calculation of a structure of composition C4H5N3O2S in a non-equilibrium geometry, from the OMol25 dataset.

Atoms and positions in Å:
C  -0.071  1.697  -0.258
C  0.895  1.597  0.884
C  -1.152  0.917  -0.091
C  1.117  -1.705  -0.396
N  0.850  0.524  1.583
N  -0.123  -0.307  1.509
N  -2.053  0.069  -0.686
O  -3.258  0.187  -0.641
O  -1.414  -0.965  -1.000
S  -0.299  -1.737  0.837
H  0.018  2.389  -1.068
H  1.612  2.373  1.016
H  0.969  -2.595  -1.021
H  2.029  -1.785  0.211
H  0.881  -0.658  -0.879

Force components x, y, z for each atom (eV/Å):
-2.2484 -1.0682 1.2656
-1.0715 -0.9894 -1.2543
1.8080 -0.2084 0.0339
-1.7213 1.2696 0.5538
1.9115 1.5189 0.3642
-2.8614 -0.2218 -0.6857
1.7069 1.3725 1.0645
-0.9378 -0.1263 -0.0774
-0.8062 -0.6226 -1.6226
2.1607 0.1056 0.3021
0.3845 0.3931 -0.2764
0.6932 0.0657 0.4482
0.1265 0.5914 -0.1534
-0.1740 0.2767 -0.4421
1.0294 -2.3569 0.4795

The charge is 0. Its gap between HOMO and LUMO is 7.93 eV. The calculation puts the LUMO energy at -0.023 Eh.

---

4.
The following is a quantum chemistry calculation of a cluster of 11 separate species, C36H97N3O11 in total in a non-equilibrium geometry, from the OMol25 dataset.

Atoms and positions in Å:
C  6.284  -0.888  -0.767
C  6.212  0.618  -0.553
C  4.697  1.061  -0.567
O  3.969  0.655  -1.769
C  3.693  1.565  -2.817
N  6.797  1.174  0.673
H  7.245  -1.199  -1.177
H  5.455  -1.378  -1.365
H  6.360  -1.298  0.237
H  6.704  1.017  -1.423
H  4.577  2.143  -0.510
H  4.250  0.575  0.283
H  4.517  2.114  -3.216
H  3.013  2.327  -2.352
H  3.173  1.108  -3.685
H  6.699  0.439  1.416
H  7.805  1.371  0.560
C  2.734  -3.207  -2.655
C  2.110  -3.618  -1.347
C  3.037  -3.270  -0.141
O  4.279  -3.957  -0.292
C  4.915  -4.034  0.941
N  0.817  -2.973  -1.010
H  3.047  -2.099  -2.593
H  1.982  -3.354  -3.455
H  3.617  -3.888  -2.792
H  2.081  -4.735  -1.308
H  2.554  -3.712  0.704
H  2.995  -2.156  0.051
H  5.960  -4.366  0.780
H  4.515  -4.717  1.694
H  4.993  -3.051  1.474
H  0.049  -3.015  -1.696
H  0.909  -1.942  -1.000
C  -5.340  0.679  1.463
C  -5.518  2.043  2.139
C  -5.434  1.875  3.695
O  -5.934  3.082  4.267
C  -6.022  3.038  5.727
N  -4.601  2.976  1.581
H  -5.957  -0.101  1.861
H  -4.279  0.419  1.576
H  -5.558  0.716  0.359
H  -6.494  2.347  1.823
H  -4.371  1.679  3.897
H  -6.051  1.063  4.042
H  -5.037  2.893  6.187
H  -6.779  2.286  6.019
H  -6.475  4.006  5.994
H  -4.758  3.896  1.995
H  -3.613  2.676  1.781
C  -4.353  -2.258  -3.295
C  -3.179  -1.850  -2.372
C  -3.397  -2.230  -0.892
O  -1.973  -2.518  -2.721
H  -4.459  -3.294  -3.171
H  -4.024  -2.102  -4.335
H  -5.207  -1.677  -3.067
H  -3.013  -0.765  -2.345
H  -4.328  -1.853  -0.505
H  -2.540  -1.839  -0.381
H  -3.561  -3.347  -0.811
H  -1.993  -2.647  -3.683
C  -2.340  5.145  0.804
C  -2.435  4.837  -0.657
C  -2.924  5.934  -1.576
O  -1.224  4.328  -1.179
H  -3.378  5.342  1.087
H  -1.690  6.000  1.099
H  -1.866  4.259  1.252
H  -3.187  4.035  -0.638
H  -3.837  6.456  -1.159
H  -3.221  5.569  -2.555
H  -2.126  6.737  -1.794
H  -1.380  3.380  -1.426
C  1.513  -0.490  -5.728
C  0.313  -0.804  -4.864
C  -0.534  0.445  -4.617
O  -0.402  -1.900  -5.400
H  1.932  -1.435  -6.047
H  2.283  0.123  -5.195
H  1.190  -0.015  -6.697
H  0.635  -1.096  -3.872
H  -1.023  0.826  -5.522
H  0.198  1.201  -4.288
H  -1.348  0.473  -3.868
H  -0.710  -1.633  -6.258
C  2.328  -1.248  2.605
C  1.628  -2.264  3.491
C  1.961  -2.428  4.954
O  0.241  -2.120  3.316
H  1.902  -1.336  1.602
H  3.416  -1.521  2.562
H  2.178  -0.237  2.992
H  1.977  -3.216  3.017
H  1.710  -1.673  5.706
H  3.003  -2.582  5.115
H  1.596  -3.389  5.257
H  -0.036  -2.743  2.612
C  -1.468  1.014  6.313
C  -1.327  -0.266  5.678
C  -2.389  -1.331  6.185
O  -1.466  -0.098  4.286
H  -1.410  1.066  7.378
H  -2.409  1.493  6.045
H  -0.610  1.695  5.985
H  -0.387  -0.712  5.852
H  -2.696  -2.247  5.761
H  -3.326  -0.749  6.383
H  -2.025  -1.779  7.118
H  -1.049  -0.802  3.763
C  -0.860  0.476  0.103
C  0.456  0.909  -0.521
C  0.953  2.213  0.065
O  1.419  -0.109  -0.337
H  -0.842  0.413  1.198
H  -1.189  -0.485  -0.381
H  -1.586  1.218  -0.025
H  0.335  1.076  -1.607
H  1.854  2.574  -0.439
H  1.217  2.027  1.170
H  0.257  3.022  0.067
H  2.179  -0.018  -0.969
C  0.738  4.101  -5.494
C  1.738  4.077  -4.381
C  2.580  5.316  -4.160
O  1.127  3.681  -3.166
H  1.168  4.357  -6.445
H  -0.080  4.845  -5.258
H  0.192  3.185  -5.504
H  2.347  3.273  -4.639
H  2.885  5.695  -5.121
H  3.491  5.022  -3.590
H  1.974  6.091  -3.620
H  0.660  4.414  -2.714
C  -0.733  -5.326  -0.079
C  -1.024  -4.751  1.313
C  -0.197  -5.479  2.403
O  -0.661  -3.364  1.262
H  -1.115  -4.583  -0.764
H  -1.127  -6.317  -0.170
H  0.335  -5.446  -0.335
H  -2.072  -4.934  1.605
H  -0.317  -6.516  2.571
H  -0.359  -4.885  3.352
H  0.864  -5.390  2.109
H  -0.184  -3.126  0.478

Force components x, y, z for each atom (eV/Å):
0.0848 -0.8660 0.4594
-1.6330 0.4573 -1.0840
0.7364 0.4467 -1.7275
0.4700 -1.6339 0.2797
-1.6169 1.2370 1.3282
0.4753 -1.3027 0.4204
-0.0052 0.1769 -0.4118
0.8855 0.8318 0.8175
-0.6210 -0.6195 0.2429
0.1919 0.8656 -0.2536
0.2886 0.0461 0.4239
-0.6342 -0.1501 0.3036
1.1746 0.1403 -0.1300
0.2587 -0.3098 -0.8641
0.3227 -0.2401 0.9595
0.2950 1.0972 -0.7386
-0.8641 -0.3073 0.1121
0.5132 0.6441 -0.1248
0.3092 0.1732 1.2521
-1.1217 -0.2360 -1.0520
-0.6201 1.0009 0.0543
2.0407 0.6323 1.0227
-0.4067 1.0598 -0.7295
-0.3180 -1.6051 -0.3168
0.5909 0.1360 0.1124
-0.6422 0.9542 -0.2771
-0.6258 0.7495 -0.1729
-0.5430 -0.2065 0.9272
1.0338 -0.9397 -0.4448
-0.5063 0.1505 -0.1109
-0.6859 -0.2892 -0.3298
-0.1676 -0.4310 -0.5870
0.6185 -0.8883 -0.1151
0.6743 -0.5021 0.4167
0.9842 0.5085 -1.1524
-0.6790 -1.7831 0.5433
-0.2227 1.1302 -1.3882
0.5317 -0.2480 1.2213
-0.8577 0.4184 -1.5492
1.7595 0.4902 0.0416
-0.2958 -0.3616 0.4996
-0.1806 -0.3991 -0.0806
0.2646 0.2470 1.0174
-0.8893 0.5626 0.3915
-0.0821 0.0738 0.4681
-0.1965 -0.6552 0.0837
-0.2654 -0.0692 0.0005
0.6330 -0.0682 0.0308
0.5158 -0.2445 0.0751
0.2874 -0.3290 -0.0363
-1.2721 0.5769 -0.1372
2.6951 1.1556 -0.1667
-0.6792 -0.3228 1.2142
-0.8772 -1.4455 -1.4024
-0.1130 -0.0579 -0.7843
-0.7012 -1.5249 0.2462
-0.3589 0.1809 0.1293
-1.0069 0.3218 0.1052
-0.0563 0.0514 -0.5345
-0.2505 0.7631 0.2325
0.1741 -0.3491 0.8245
0.8332 1.0293 -0.0010
0.4686 0.1302 0.2015
0.8805 0.7873 0.3201
-0.8401 -0.2774 -0.5707
-0.1250 2.1817 0.0967
0.4388 -1.6748 -0.6401
0.3669 -0.1486 0.6517
-0.4554 -0.3041 -0.4705
-0.6196 0.2002 0.3391
0.0156 0.0194 -0.4712
1.0156 -0.4832 -0.3035
0.0458 -0.3430 -0.0704
-1.0476 -1.1857 0.6357
0.4030 1.3761 0.2808
0.1553 0.5196 -0.7517
-0.6032 0.7287 0.7299
-0.0305 0.9747 -0.0479
-0.1771 -0.3897 0.5938
0.4673 -0.2286 0.1869
-0.7277 -0.4667 -0.6751
0.3022 0.0192 0.9699
0.2639 -0.5273 0.1782
0.3226 -0.0958 -0.2100
-0.3757 0.0798 -0.0934
0.5653 -0.8376 -0.0692
-0.3050 0.0941 -0.7120
0.8651 -0.0711 0.6988
0.4743 -0.6853 -1.0003
0.4552 0.1670 0.3872
-0.3443 -0.1760 0.5993
0.1025 0.2264 0.2934
-0.7304 0.5537 0.0000
0.1704 0.0796 -0.2022
-0.5463 0.1078 0.4184
-0.5282 0.1565 -0.5653
1.2591 0.1483 -0.2952
-0.8650 -0.4260 0.3852
-0.3216 0.3652 -0.2452
1.0067 3.3865 0.0342
-1.5299 -4.0846 -1.6435
-0.1767 2.1485 2.1283
-0.4319 1.0037 -0.8514
-0.0173 -0.6117 0.8868
-0.0567 0.0529 -0.2249
-1.1878 -0.7488 0.1201
1.4541 -0.3630 0.4294
0.1694 -0.6570 -2.1098
0.5607 -0.6098 0.0844
-0.0522 0.7477 0.5242
0.2793 -0.1756 0.5857
0.8373 -1.7206 -0.1553
-0.0795 0.9284 -0.4204
1.2480 -0.5264 2.1226
0.9308 -0.6532 -0.5854
0.5386 -0.5549 -0.1288
0.2096 0.9553 0.7320
-1.3281 1.2109 -0.8053
-0.2844 -0.1635 0.1631
-0.0069 -0.1390 0.0149
-0.2420 0.2150 -1.5122
-0.6670 0.3753 -0.2260
-0.7173 0.3702 0.6411
-1.7625 2.0516 0.7550
-0.8396 0.8961 0.7392
-0.1022 -0.0905 0.5077
-0.4793 -0.0706 0.7775
0.1815 -0.0646 -0.4865
0.8546 -0.3097 -0.3341
-0.0626 -0.9434 -0.3292
1.5697 -1.4819 -0.1477
0.2407 0.4219 -0.3063
-0.7100 0.5060 -0.1708
0.6786 -0.5477 -0.4205
0.2620 -0.3882 -0.5035
0.4051 0.1886 0.4532
1.3387 -1.2784 -0.4200
0.9461 2.8469 0.3247
-1.8966 -0.9304 2.5584
-0.5255 -0.4642 -0.6377
-0.7367 -0.4349 -0.3241
-0.2936 0.3238 0.6280
0.0889 0.8065 -0.4892
-0.9173 -1.0880 -0.0006
0.3333 -0.9073 -0.7399
-0.2139 0.2243 0.2627
1.1418 -0.1703 -1.6272

The charge is 0. Its SMILES is COC[C@H](C)N.COC[C@H](C)N.COC[C@H](C)N.CC(C)O.CC(C)O.CC(C)O.CC(C)O.CC(C)O.CC(C)O.CC(C)O.CC(C)O. Its gap between HOMO and LUMO is 9.57 eV. The calculation puts the LUMO energy at 0.020 Eh.

---

Sequential energy output: -2021.986799; -3636.842005; -868.047484; -2421.550699 hartree
Sequential relative energy (zero: lowest compared OMol25 entry of this formula, charge and spin) output: 122.3; 137.7; 807.5; 246.5 kJ/mol